1 | Density functional theory data (wB97M-V/def2-TZVPD) for one molecule with the formula C3H9BO3.

## Properties
SMILES: CC(C)(O)B(O)O
LUMO energy (eV): 0.2574
E_HOMO (eV): -9.1471
Charge: 0

Geometry (Å):
C 0.401 -1.081 -1.314
C -0.436 -0.149 -0.305
C -0.949 -0.820 0.991
O -1.405 0.457 -1.163
B 0.636 1.065 0.270
O 0.923 2.202 -0.350
O 1.183 0.749 1.456
H 1.096 -1.379 -0.482
H 1.008 -0.467 -1.982
H -0.220 -1.835 -1.737
H -1.764 -1.458 0.661
H -1.285 -0.068 1.647
H -0.062 -1.338 1.494
H -2.189 -0.039 -1.180
H 1.175 2.904 0.254
H 1.886 1.256 1.740

***

2 | Density functional theory data (wB97M-V/def2-TZVPD) for one molecule with the formula C3H9BO3.

## Properties
SMILES: CC(C)(O)B(O)O
LUMO energy (eV): 0.0723
E_HOMO (eV): -8.7088
Charge: 0

Geometry (Å):
C -1.254 -0.826 0.400
C 0.282 -0.437 0.342
C 0.797 -1.172 -0.896
O 0.897 -0.756 1.536
B 0.256 1.374 0.082
O -0.328 2.076 1.089
O 0.649 1.624 -1.191
H -1.736 -0.410 -0.428
H -1.699 -0.418 1.326
H -1.335 -1.953 0.201
H 1.777 -0.818 -1.229
H 0.061 -1.253 -1.791
H 0.910 -2.313 -0.683
H 0.565 -0.107 2.075
H -0.699 2.879 0.791
H 0.857 2.510 -1.624

***

Verdict on stability: 2 comes out at the bottom.

***

1 | Density functional theory data (wB97M-V/def2-TZVPD) for a 2-piece molecular cluster, CH3FOS overall.

## Properties
SMILES: FC=S.O
LUMO energy (eV): -0.6226
E_HOMO (eV): -10.1054
Charge: 0

Geometry (Å):
F 0.925 0.926 -0.516
C 2.025 0.187 -0.192
S 1.876 -1.349 0.186
H 2.999 0.726 -0.223
O -1.760 0.414 -0.232
H -1.824 -0.110 -0.950
H -0.988 0.117 0.289

***

2 | Density functional theory data (wB97M-V/def2-TZVPD) for a 2-piece molecular cluster, CH3FOS overall.

## Properties
LUMO energy (eV): -0.8668
E_HOMO (eV): -9.0026
Charge: 0

Geometry (Å):
C 0.681 -0.049 0.315
O 1.310 -0.161 -0.838
F 0.677 1.109 0.928
S -1.858 -0.492 -0.207
H 0.825 -0.858 0.949
H 0.629 -0.238 -1.559
H -2.264 0.689 0.411

***

Verdict on stability: 2 comes out at the bottom.

***

1 | Density functional theory data (wB97M-V/def2-TZVPD) for H6O15S3Zn as an isolated structure.

## Properties
LUMO energy (eV): 5.7220
E_HOMO (eV): 3.5536
Charge: -4

Geometry (Å):
Zn 0.321 -0.869 0.031
S -4.125 -1.271 -2.245
O -2.881 -1.699 -1.567
O -3.719 -0.908 -3.603
O -4.973 -2.472 -2.243
O -4.771 -0.177 -1.539
S 4.203 2.336 0.944
O 3.370 1.161 0.979
O 3.496 3.599 0.849
O 5.070 2.430 2.127
O 5.067 2.279 -0.172
S -1.882 2.999 2.151
O -1.125 4.239 2.022
O -1.301 2.029 1.237
O -1.837 2.429 3.496
O -3.272 3.089 1.781
O -0.481 -2.452 2.671
H -0.817 -2.237 3.542
H -0.951 -3.248 2.423
O 2.080 -3.770 -0.840
H 2.183 -4.521 -0.256
H 2.214 -4.128 -1.718
O 1.280 0.244 -3.007
H 0.800 0.886 -3.530
H 2.052 0.034 -3.533

***

2 | Density functional theory data (wB97M-V/def2-TZVPD) for H6O15S3Zn as an isolated structure.

## Properties
LUMO energy (eV): 8.3178
E_HOMO (eV): 5.0708
Charge: -4

Geometry (Å):
Zn -0.449 -0.120 0.129
S 1.169 -2.213 -2.141
O 0.304 -1.432 -1.201
O 0.716 -3.609 -2.096
O 0.940 -1.634 -3.504
O 2.570 -2.142 -1.782
S 2.747 0.931 1.045
O 3.766 -0.111 0.908
O 1.382 0.382 0.719
O 2.703 1.459 2.428
O 3.069 2.080 0.142
S -1.654 2.527 1.446
O -1.601 1.053 1.171
O -1.578 3.265 0.166
O -2.976 2.805 2.095
O -0.549 2.861 2.339
O -2.415 -1.062 -0.419
H -3.292 -0.847 -0.742
H -2.421 -2.010 -0.260
O -0.713 1.106 -1.548
H -0.924 2.023 -1.276
H -0.257 1.163 -2.392
O -0.307 -1.847 1.405
H -0.041 -1.897 2.327
H -0.192 -2.731 1.042

***

Verdict on stability: 1 comes out at the bottom.

***

1 | Density functional theory data (wB97M-V/def2-TZVPD) for one molecule with the formula C6H15N2.

## Properties
LUMO energy (alpha / beta) (eV): 0.8965 / 0.8290
Expectation value of S²: 0.75
Multiplicity: 2
E_HOMO (alpha / beta) (eV): -3.3904 / -7.6892
Charge: 0

Geometry (Å):
C 3.102 0.400 -0.183
C 1.711 0.667 0.326
C 0.648 0.062 -0.607
C -0.750 0.365 -0.068
C -1.394 -0.888 0.018
N -2.668 -1.016 0.457
C -3.530 -2.129 0.216
N 1.428 2.156 0.251
H 3.761 1.115 0.187
H 3.266 0.455 -1.288
H 3.628 -0.472 0.218
H 1.589 0.323 1.282
H 0.929 -1.100 -0.726
H 0.714 0.353 -1.651
H -1.081 1.264 0.298
H -0.850 -1.717 -0.389
H -3.159 -0.204 0.794
H -4.627 -1.736 0.050
H -3.176 -2.643 -0.784
H -3.658 -2.840 1.096
H 0.415 2.402 0.664
H 1.451 2.360 -0.724
H 2.251 2.824 0.562

***

2 | Density functional theory data (wB97M-V/def2-TZVPD) for one molecule with the formula C6H15N2.

## Properties
LUMO energy (alpha / beta) (eV): 1.0803 / 1.0365
Expectation value of S²: 0.75
Multiplicity: 2
E_HOMO (alpha / beta) (eV): -4.7881 / -8.7113
Charge: 0

Geometry (Å):
C 0.874 1.134 -2.985
C 0.573 1.160 -1.475
C -0.696 0.286 -1.126
C -0.396 -1.103 -0.625
C 0.470 -1.140 0.608
N -0.078 -0.283 1.710
C -0.299 -0.879 2.950
N -0.947 -0.119 3.855
H 1.257 2.148 -3.240
H 0.079 0.984 -3.799
H 1.642 0.361 -3.202
H 0.139 2.151 -1.165
H 1.436 1.007 -0.874
H -1.213 0.958 -0.391
H -1.440 0.246 -2.066
H 0.198 -1.593 -1.534
H -1.201 -1.774 -0.616
H 0.685 -2.168 0.845
H 1.298 -0.661 0.220
H -0.462 0.733 1.442
H -0.069 -1.959 3.106
H -1.528 0.664 3.668
H -0.324 -0.152 4.695

***

Verdict on stability: 1 comes out at the bottom.

***

1 | Density functional theory data (wB97M-V/def2-TZVPD) for one molecule with the formula CH2N2O3.

## Properties
LUMO energy (alpha / beta) (eV): -1.2428 / -1.8959
E_HOMO (alpha / beta) (eV): -11.0619 / -10.5005
Charge: 0

Geometry (Å):
N -0.626 -0.701 -0.741
N 0.593 -1.109 0.927
C -0.953 0.607 -0.270
O 0.560 -1.215 -0.399
O 0.039 1.517 -0.203
O -2.064 0.834 0.096
H 0.864 1.203 -0.602
H 1.589 -1.136 1.192

***

2 | Density functional theory data (wB97M-V/def2-TZVPD) for one molecule with the formula CH2N2O3.

## Properties
SMILES: O=[N+]([O-])N1CO1
LUMO energy (eV): 0.0325
E_HOMO (eV): -11.5617
Charge: 0

Geometry (Å):
O 3.001 -0.864 -0.609
N 2.527 0.018 0.024
O 2.933 1.140 0.177
N 1.328 -0.217 0.854
C 0.046 -0.219 0.198
O 0.537 -1.534 0.400
H -0.734 -0.024 0.842
H 0.153 -0.025 -0.893

***

Verdict on stability: 2 comes out at the bottom.

***

1 | Density functional theory data (wB97M-V/def2-TZVPD) for an isolated ion of composition C2H3O2S2 and charge -1.

## Properties
SMILES: O=C(O)[C@@H]([S-])S
LUMO energy (eV): 3.4881
E_HOMO (eV): -3.2964
Charge: -1

Geometry (Å):
O -0.829 1.637 -0.576
C -0.681 0.483 -0.294
O -2.025 -0.243 -0.152
C 1.031 0.068 0.025
S 1.551 0.806 1.501
S 1.147 -1.734 -0.202
H -2.714 0.409 -0.488
H 1.560 0.480 -0.941
H 0.959 -1.907 1.128

***

2 | Density functional theory data (wB97M-V/def2-TZVPD) for a 2-piece molecular cluster, C2H3O2S2 overall.

## Properties
LUMO energy (alpha / beta) (eV): 3.3559 / 3.2989
E_HOMO (alpha / beta) (eV): -3.2673 / -3.6702
Charge: -1

Geometry (Å):
C -0.979 0.393 -0.073
C 1.351 0.363 -0.884
O -1.044 -2.129 0.446
O -0.504 -0.609 2.215
S -1.731 1.773 -0.117
S -1.485 -0.901 1.148
H 1.629 1.078 -0.274
H 1.633 -0.545 -0.496
H 1.130 0.578 -1.965

***

3 | Density functional theory data (wB97M-V/def2-TZVPD) for a 2-piece molecular cluster, C2H3O2S2 overall.

## Properties
LUMO energy (eV): 3.0680
E_HOMO (eV): -1.3729
Charge: -1

Geometry (Å):
C 2.111 0.406 -0.483
C -1.455 0.159 0.091
O 1.683 -0.120 -1.433
O 0.367 -1.648 0.991
S 2.816 1.308 0.575
S -0.733 -1.540 -0.062
H -2.224 0.228 -0.676
H -0.678 0.899 -0.083
H -1.887 0.309 1.080

***

4 | Density functional theory data (wB97M-V/def2-TZVPD) for a 2-piece molecular cluster, C2H3O2S2 overall.

## Properties
LUMO energy (eV): 3.7081
E_HOMO (eV): -3.6393
Charge: -1

Geometry (Å):
C -1.601 -0.334 0.681
C -0.420 0.020 0.722
O 1.554 1.699 0.635
O 0.064 -0.541 -2.569
S 1.339 -0.121 2.875
S 1.271 0.268 0.966
H -2.615 -0.496 0.956
H 0.987 -0.094 -2.371
H -0.579 -0.402 -1.894

***

Verdict on stability: 2 comes out at the bottom.